Record 1
{"formula": "C4H8N2O", "method": "ωB97M-V/def2-TZVPD", "spin_multiplicity": 1, "e_homo_ha": -0.3588, "de_lowest_kj_mol": 234.7, "charge": 0, "orbital_gap_ha": 0.3891, "smiles": "CN1CC1.N=C=O", "species": ["C", "N", "C", "C", "H", "H", "H", "H", "H", "H", "H", "N", "C", "O", "H"], "xyz": [[-1.42, 0.52, 0.38], [-0.13, -0.16, 0.35], [0.68, -0.36, 1.54], [1.11, 0.59, 0.50], [-1.78, 0.65, -0.71], [-1.30, 1.38, 1.10], [-2.14, -0.14, 0.89], [0.36, 0.08, 2.49], [1.14, -1.34, 1.59], [1.07, 1.65, 0.77], [1.92, 0.32, -0.17], [0.08, -1.69, -1.92], [0.59, -1.03, -2.80], [1.05, -0.52, -3.75], [-0.12, -1.34, -0.97]]}

Record 2
{"formula": "C37H35I2IrN4O3S2Si", "method": "ωB97M-V/def2-TZVPD", "spin_multiplicity": 2, "e_homo_ha": [-0.3856, -0.3865], "de_lowest_kj_mol": 248.8, "s_squared": 0.788, "charge": 1, "orbital_gap_ha": [0.2048, 0.2050], "species": ["Ir", "C", "C", "N", "C", "C", "C", "O", "C", "C", "N", "C", "C", "C", "C", "C", "C", "I", "C", "O", "H", "H", "H", "H", "H", "H", "H", "H", "H", "H", "H", "H", "C", "Si", "C", "C", "C", "C", "C", "C", "N", "C", "S", "H", "H", "H", "H", "H", "H", "H", "H", "H", "H", "H", "H", "I", "C", "C", "C", "C", "N", "C", "H", "H", "H", "H", "C", "C", "O", "S", "C", "C", "C", "C", "C", "C", "C", "C", "H", "H", "H", "H", "H", "H", "H"], "xyz": [[-0.38, -1.76, -1.09], [-1.46, 0.60, -5.12], [-0.05, 0.87, -4.73], [0.64, 1.78, -5.34], [1.92, 2.00, -5.08], [2.62, 1.25, -4.16], [4.11, 1.48, -3.97], [4.45, 1.87, -2.65], [1.92, 0.29, -3.41], [2.58, -0.42, -2.35], [2.02, -1.22, -1.53], [2.75, -1.85, -0.47], [4.21, -1.82, -0.39], [4.88, -2.94, -0.04], [4.24, -4.20, 0.17], [2.89, -4.33, 0.16], [2.12, -3.16, -0.05], [-0.86, -4.12, -2.22], [0.53, 0.05, -3.68], [-0.20, -0.80, -3.12], [-1.78, 1.32, -5.87], [-2.11, 0.66, -4.25], [-1.54, -0.40, -5.53], [2.38, 2.78, -5.67], [4.46, 2.21, -4.71], [4.64, 0.54, -4.16], [4.50, 2.83, -2.60], [3.64, -0.19, -2.26], [4.73, -0.91, -0.65], [5.96, -2.91, 0.03], [4.86, -5.07, 0.33], [2.38, -5.27, 0.27], [-3.63, -0.42, 3.56], [-5.01, -0.39, 2.26], [-6.33, -1.72, 2.56], [-5.78, 1.36, 2.21], [-4.39, -0.70, 0.47], [-5.31, -0.69, -0.57], [-4.94, -0.99, -1.87], [-3.62, -1.30, -2.12], [-2.72, -1.29, -1.16], [-3.07, -1.01, 0.10], [-1.73, -1.04, 1.18], [-4.06, -0.29, 4.55], [-2.91, 0.38, 3.41], [-3.09, -1.36, 3.57], [-6.73, -1.64, 3.57], [-5.93, -2.73, 2.46], [-7.17, -1.63, 1.87], [-6.18, 1.60, 3.18], [-6.59, 1.43, 1.49], [-5.04, 2.12, 1.96], [-6.34, -0.43, -0.35], [-5.67, -0.99, -2.67], [-3.26, -1.56, -3.11], [3.25, 3.12, 0.41], [1.44, 2.51, -0.48], [0.70, 3.34, -1.30], [-0.48, 2.86, -1.83], [-0.86, 1.56, -1.53], [-0.14, 0.76, -0.75], [0.97, 1.23, -0.22], [1.03, 4.35, -1.51], [-1.10, 3.47, -2.46], [-1.77, 1.14, -1.92], [1.51, 0.59, 0.46], [1.07, 2.98, 4.34], [1.04, 2.33, 5.68], [0.28, 2.52, 6.57], [2.48, 1.20, 5.96], [2.40, 0.26, 4.46], [1.26, -0.52, 4.22], [1.15, -1.24, 3.06], [2.17, -1.18, 2.09], [3.33, -0.45, 2.37], [3.45, 0.25, 3.55], [1.90, -1.78, 0.82], [0.84, -2.62, 0.34], [0.14, 3.52, 4.16], [1.26, 2.26, 3.55], [1.91, 3.69, 4.35], [0.48, -0.56, 4.96], [0.27, -1.84, 2.86], [4.13, -0.42, 1.65], [4.34, 0.82, 3.76]]}

Record 3
{"formula": "CH2N2P2", "method": "ωB97M-V/def2-TZVPD", "spin_multiplicity": 1, "e_homo_ha": [-0.2813, -0.2813], "de_lowest_kj_mol": 321.3, "charge": 0, "orbital_gap_ha": [0.2383, 0.2383], "species": ["C", "N", "N", "P", "P", "H", "H"], "xyz": [[-0.47, -1.16, -0.62], [-1.22, -1.91, -0.20], [-2.24, 0.73, 0.06], [-3.51, -0.16, 0.13], [-0.80, 1.06, -0.51], [0.47, -1.23, -1.04], [-0.20, 1.49, 0.70]]}

Record 4
{"formula": "C8H24O4S4", "method": "ωB97M-V/def2-TZVPD", "spin_multiplicity": 2, "e_homo_ha": [-0.4154, -0.4152], "de_lowest_kj_mol": 0.0, "s_squared": 0.757, "charge": 1, "orbital_gap_ha": [0.2711, 0.1038], "species": ["C", "S", "O", "C", "H", "H", "H", "H", "H", "H", "C", "S", "O", "C", "H", "H", "H", "H", "H", "H", "C", "S", "O", "C", "H", "H", "H", "H", "H", "H", "C", "S", "O", "C", "H", "H", "H", "H", "H", "H"], "xyz": [[2.28, 0.00, -0.11], [0.76, -0.44, -1.00], [-0.50, -0.21, -0.16], [0.74, 0.86, -2.35], [2.70, -0.91, 0.31], [2.09, 0.64, 0.75], [3.17, 0.32, -0.64], [1.75, 1.09, -2.68], [0.40, 1.74, -1.81], [0.14, 0.62, -3.23], [-1.65, 0.47, 3.29], [-3.02, -0.44, 4.18], [-2.48, -1.83, 4.65], [-2.82, 0.74, 5.63], [-1.78, 1.54, 3.10], [-1.48, -0.11, 2.38], [-0.72, 0.61, 3.85], [-3.64, 0.37, 6.24], [-2.98, 1.78, 5.34], [-1.89, 0.67, 6.19], [-1.80, 0.69, -7.08], [-1.33, 2.18, -6.17], [-1.43, 1.68, -4.75], [0.47, 2.16, -6.56], [-1.71, 1.00, -8.12], [-2.77, 0.39, -6.68], [-1.20, -0.20, -6.90], [0.65, 2.44, -7.60], [0.70, 1.13, -6.27], [0.85, 2.94, -5.90], [0.35, -2.25, 2.69], [1.50, -1.35, 3.87], [1.45, -2.06, 5.25], [3.02, -2.13, 3.28], [0.51, -3.32, 2.79], [0.40, -1.82, 1.69], [-0.66, -2.02, 3.00], [2.97, -3.20, 3.45], [3.85, -1.75, 3.87], [3.12, -2.02, 2.20]]}

Record 5
{"formula": "C31H39CrN5O2P2", "method": "ωB97M-V/def2-TZVPD", "spin_multiplicity": 5, "e_homo_ha": [-0.3010, -0.3010], "de_lowest_kj_mol": 482.9, "s_squared": 6.138, "charge": 0, "orbital_gap_ha": [0.2591, 0.2554], "species": ["Cr", "C", "C", "C", "C", "C", "C", "C", "C", "C", "H", "H", "H", "H", "H", "H", "H", "H", "H", "H", "H", "H", "H", "H", "H", "P", "P", "N", "N", "N", "N", "C", "C", "C", "C", "C", "C", "C", "C", "C", "C", "C", "C", "C", "C", "C", "C", "C", "C", "H", "H", "H", "H", "H", "H", "H", "H", "H", "H", "H", "H", "H", "H", "H", "H", "H", "H", "H", "H", "O", "C", "C", "C", "C", "O", "N", "H", "H", "H", "H"], "xyz": [[0.24, -2.20, 0.91], [-1.12, 3.31, 3.36], [-1.29, 2.92, 2.08], [-0.18, 2.56, 1.10], [1.10, 1.80, 1.57], [2.21, 2.81, 1.54], [2.19, 3.79, 2.47], [1.07, 4.69, 2.92], [-0.03, 4.23, 3.89], [1.20, -3.63, 2.13], [-1.93, 3.20, 4.08], [-2.31, 2.94, 1.64], [0.10, 3.44, 0.48], [-0.71, 1.95, 0.37], [1.03, 1.38, 2.58], [1.29, 0.90, 0.96], [3.05, 2.58, 0.92], [3.18, 4.07, 2.88], [0.57, 5.14, 2.02], [1.60, 5.44, 3.50], [0.48, 3.80, 4.79], [-0.65, 5.13, 4.22], [1.98, -2.92, 2.50], [1.71, -4.60, 1.99], [0.44, -3.81, 2.97], [1.65, -1.60, -0.85], [-2.24, -0.57, -0.78], [2.95, -0.24, -1.34], [2.35, -2.62, -2.19], [-2.08, 1.02, -1.63], [-3.76, -0.97, -1.89], [0.33, -0.81, -1.81], [-0.98, -1.57, -1.69], [4.03, 0.14, -0.56], [4.97, 0.82, -1.36], [4.45, 0.85, -2.69], [3.17, 0.31, -2.61], [2.64, -3.98, -2.03], [3.08, -4.50, -3.25], [3.07, -3.43, -4.19], [2.53, -2.34, -3.54], [-2.57, 2.24, -1.12], [-2.40, 3.26, -2.06], [-1.88, 2.64, -3.25], [-1.66, 1.29, -2.95], [-4.41, -0.30, -2.93], [-5.14, -1.21, -3.70], [-5.02, -2.48, -3.06], [-4.22, -2.28, -1.93], [0.61, -0.67, -2.87], [0.23, 0.20, -1.38], [-1.33, -1.89, -2.67], [-0.90, -2.51, -1.07], [4.04, -0.11, 0.49], [5.90, 1.24, -1.06], [4.94, 1.16, -3.59], [2.41, 0.34, -3.38], [2.49, -4.42, -1.05], [3.39, -5.51, -3.45], [3.44, -3.42, -5.20], [2.23, -1.40, -3.99], [-3.04, 2.28, -0.15], [-2.64, 4.30, -1.90], [-1.76, 3.10, -4.24], [-1.22, 0.50, -3.56], [-4.30, 0.78, -3.06], [-5.68, -0.99, -4.62], [-5.44, -3.42, -3.38], [-3.93, -2.98, -1.17], [0.69, -1.00, 2.61], [-0.34, -1.41, 3.26], [-0.65, -1.08, 4.66], [-1.82, -1.95, 5.01], [-2.16, -2.74, 3.72], [-3.06, -3.55, 3.66], [-1.23, -2.30, 2.70], [0.24, -1.18, 5.29], [-0.94, -0.03, 4.68], [-1.58, -2.58, 5.87], [-2.66, -1.35, 5.39]]}

Record 6
{"formula": "C41H40FN6O4ReS", "method": "ωB97M-V/def2-TZVPD", "spin_multiplicity": 4, "e_homo_ha": [-0.3765, -0.3828], "de_lowest_kj_mol": 69.7, "s_squared": 3.767, "charge": 1, "orbital_gap_ha": [0.2650, 0.2539], "species": ["Re", "N", "C", "C", "C", "C", "C", "C", "S", "N", "C", "C", "C", "C", "C", "C", "N", "H", "H", "H", "H", "H", "H", "H", "H", "H", "N", "C", "C", "C", "O", "O", "H", "H", "H", "H", "H", "H", "C", "C", "C", "C", "C", "C", "C", "C", "C", "C", "C", "C", "N", "C", "C", "C", "C", "C", "C", "F", "H", "H", "H", "H", "H", "H", "H", "H", "H", "H", "H", "H", "H", "H", "H", "H", "H", "H", "H", "H", "H", "O", "C", "N", "C", "O", "C", "C", "C", "C", "C", "C", "H", "H", "H", "H"], "xyz": [[0.61, 0.78, -0.63], [2.25, -2.30, -3.43], [1.32, -3.10, -4.14], [1.73, -4.17, -4.91], [0.78, -4.95, -5.56], [-0.57, -4.69, -5.39], [-0.98, -3.63, -4.59], [-0.03, -2.82, -3.99], [-0.51, -1.36, -3.14], [0.74, -1.25, -1.97], [1.92, -1.63, -2.30], [3.00, -1.36, -1.32], [4.15, -2.12, -1.28], [5.09, -1.87, -0.29], [4.83, -0.86, 0.62], [3.64, -0.16, 0.51], [2.74, -0.39, -0.44], [3.22, -2.40, -3.67], [2.79, -4.39, -5.02], [1.11, -5.77, -6.18], [-1.31, -5.31, -5.88], [-2.03, -3.42, -4.45], [4.30, -2.94, -1.97], [6.00, -2.45, -0.23], [5.52, -0.62, 1.42], [3.42, 0.61, 1.23], [-0.18, 2.75, -0.62], [0.52, 3.87, -1.30], [0.70, 3.57, -2.78], [1.64, 2.41, -3.05], [2.55, 2.47, -3.83], [1.36, 1.28, -2.39], [-1.06, 2.64, -1.14], [-0.42, 3.03, 0.33], [1.48, 4.06, -0.82], [-0.10, 4.76, -1.18], [1.10, 4.45, -3.29], [-0.27, 3.34, -3.23], [1.32, -2.60, 1.56], [0.93, -1.91, 2.86], [2.08, -1.12, 3.49], [-0.38, -1.13, 2.77], [-1.48, -1.77, 3.31], [-2.73, -1.19, 3.36], [-2.87, 0.12, 2.94], [-1.78, 0.83, 2.42], [-1.99, 2.32, 2.23], [-3.05, 2.67, 1.19], [-2.36, 2.98, 3.56], [-0.56, 0.16, 2.23], [0.48, 0.80, 1.44], [1.24, 1.76, 2.12], [1.13, 2.03, 3.49], [1.89, 3.01, 4.10], [2.81, 3.77, 3.39], [2.98, 3.51, 2.03], [2.20, 2.54, 1.46], [2.42, 2.25, 0.11], [2.31, -3.07, 1.67], [1.35, -1.90, 0.73], [0.60, -3.37, 1.30], [0.71, -2.71, 3.57], [2.43, -0.32, 2.86], [2.92, -1.80, 3.68], [1.78, -0.69, 4.45], [-1.36, -2.78, 3.70], [-3.58, -1.73, 3.75], [-3.82, 0.62, 3.06], [-1.03, 2.76, 1.94], [-4.01, 2.25, 1.47], [-2.82, 2.30, 0.20], [-3.18, 3.75, 1.12], [-3.34, 2.66, 3.89], [-2.38, 4.07, 3.45], [-1.65, 2.73, 4.35], [0.43, 1.45, 4.08], [1.77, 3.18, 5.16], [3.41, 4.53, 3.87], [3.70, 4.04, 1.43], [-2.21, 1.92, -2.15], [-2.33, 0.84, -1.60], [-1.33, 0.21, -0.85], [-1.82, -1.06, -0.44], [-1.15, -1.91, 0.08], [-3.24, -1.14, -0.85], [-4.18, -2.14, -0.65], [-5.44, -1.94, -1.20], [-5.73, -0.79, -1.94], [-4.78, 0.20, -2.14], [-3.54, -0.01, -1.57], [-3.93, -3.03, -0.08], [-6.21, -2.69, -1.07], [-6.72, -0.68, -2.35], [-5.00, 1.09, -2.71]]}